{"formula": "C51H66As5CdN4O4STe", "method": "ωB97M-V/def2-TZVPD", "symbols": ["Cd", "C", "As", "C", "C", "C", "C", "C", "As", "C", "C", "C", "As", "C", "C", "H", "H", "H", "H", "H", "H", "H", "H", "H", "H", "H", "H", "H", "H", "H", "H", "H", "H", "H", "H", "H", "H", "H", "H", "H", "H", "H", "O", "N", "O", "C", "C", "C", "C", "C", "C", "N", "C", "C", "N", "C", "C", "C", "C", "H", "H", "H", "H", "H", "H", "H", "C", "As", "C", "C", "C", "C", "C", "C", "C", "As", "C", "C", "H", "H", "H", "H", "H", "H", "H", "H", "H", "H", "H", "H", "H", "H", "H", "H", "Te", "C", "C", "C", "C", "S", "H", "H", "H", "C", "O", "C", "C", "C", "C", "C", "C", "N", "C", "C", "C", "C", "C", "C", "C", "O", "H", "H", "H", "H", "H", "H", "H", "H", "H", "H", "H", "H", "H"], "coordinates": [[-0.274011, 0.409424, -0.366254], [-0.854700, -3.969562, -1.336593], [0.415910, -2.738799, -0.509084], [0.647628, -3.780325, 1.128788], [1.970224, -3.400258, -1.538647], [3.293864, -2.625816, -1.549281], [4.227034, -3.358311, -2.529426], [3.120284, -1.213563, -2.144876], [2.492226, 0.347777, -1.124486], [4.036385, 0.837107, -0.033630], [2.864142, 1.610790, -2.566042], [3.941707, -2.541362, -0.156024], [5.079531, -4.043390, 0.483352], [5.687460, -3.058518, 2.068765], [3.804840, -5.180314, 1.443194], [-0.430210, -4.973950, -1.347130], [-1.069181, -3.652235, -2.355549], [-1.782291, -3.976417, -0.763991], [1.085475, -4.746720, 0.886643], [-0.334381, -3.939201, 1.570535], [1.267370, -3.266916, 1.861496], [1.608764, -3.478384, -2.568582], [2.146375, -4.423075, -1.192665], [3.847436, -3.270777, -3.549688], [4.304789, -4.418973, -2.288383], [5.234827, -2.938189, -2.501063], [2.448590, -1.258156, -3.008857], [4.091304, -0.881761, -2.524559], [4.941062, 0.776179, -0.639811], [4.140423, 0.203218, 0.841692], [3.886614, 1.865274, 0.298629], [3.844970, 1.383762, -2.984124], [2.867132, 2.626712, -2.174964], [2.109762, 1.533775, -3.347228], [3.199341, -2.281171, 0.610142], [4.676286, -1.731318, -0.171585], [6.363388, -2.257874, 1.769459], [6.231170, -3.736228, 2.725615], [4.842314, -2.636494, 2.616667], [3.201842, -5.760580, 0.746177], [3.157450, -4.604227, 2.101968], [4.387628, -5.880290, 2.042245], [-3.079165, 1.164459, -7.514161], [-3.437295, 0.746222, -6.432296], [-4.426063, 0.070154, -6.238198], [-2.611130, 1.105643, -5.257055], [-2.003924, 2.318069, -5.308685], [-1.216309, 2.714713, -4.202838], [-0.516809, 3.937686, -4.169127], [0.246482, 4.252673, -3.078637], [0.314413, 3.335199, -2.020113], [-0.334303, 2.194841, -2.018964], [-1.110474, 1.871581, -3.078913], [-1.828265, 0.623232, -3.018863], [-1.756085, -0.123260, -1.896882], [-2.720645, -1.156366, -1.780982], [-3.010182, -1.857249, -3.048375], [-2.966098, -1.171964, -4.192966], [-2.531805, 0.211465, -4.163664], [-2.117396, 2.955431, -6.172817], [-0.588747, 4.609809, -5.015758], [0.804396, 5.178379, -3.026649], [0.917570, 3.540264, -1.144733], [-2.484242, -1.820404, -0.957077], [-3.318375, -2.893718, -3.021679], [-3.228098, -1.635732, -5.131727], [-0.903057, 1.388619, 3.644766], [-0.110220, 0.147356, 2.366274], [1.763715, 0.624868, 2.536211], [-0.214663, -1.472982, 3.439259], [0.822863, -1.760993, 4.322659], [0.781629, -2.890374, 5.126978], [-0.314783, -3.732502, 5.058524], [-1.358536, -3.441463, 4.191288], [-1.332729, -2.316421, 3.368771], [-2.736634, -2.030764, 2.011972], [-3.943725, -3.489806, 2.496654], [-3.799018, -0.639438, 2.900146], [-0.171981, 1.552892, 4.435415], [-1.789499, 0.934193, 4.078022], [-1.154453, 2.328282, 3.165098], [2.037037, 0.837660, 3.567849], [1.924977, 1.521499, 1.938214], [2.373565, -0.192584, 2.151860], [1.684393, -1.109783, 4.388938], [1.599526, -3.105172, 5.802534], [-0.362714, -4.618450, 5.678607], [-2.197711, -4.121620, 4.153958], [-3.529075, -4.454930, 2.208630], [-4.864265, -3.334056, 1.937307], [-4.170366, -3.482126, 3.561988], [-3.917955, -0.861523, 3.960086], [-4.770879, -0.631002, 2.407796], [-3.357455, 0.346223, 2.773954], [-4.686637, -0.233338, -1.051072], [-5.819501, -1.910700, -1.550449], [-6.897861, -1.965412, -2.384139], [-7.427926, -3.280024, -2.524244], [-6.737161, -4.203217, -1.804656], [-5.456276, -3.472858, -0.931364], [-7.287007, -1.099618, -2.900446], [-8.276940, -3.524487, -3.146021], [-6.908249, -5.266144, -1.746004], [4.645130, 4.942547, -0.154662], [3.238448, 4.964341, 0.067102], [2.791652, 4.593697, 1.300237], [3.579051, 4.052043, 2.305270], [3.003358, 3.742778, 3.532925], [1.654152, 3.958519, 3.756277], [0.865175, 4.497976, 2.750677], [1.431527, 4.820209, 1.532368], [0.731931, 5.536507, 0.530246], [-0.558189, 5.590447, 0.221269], [-1.613809, 4.709487, 0.427142], [-2.921625, 5.247742, 0.170918], [-4.038366, 4.491255, 0.262741], [-3.903316, 3.110436, 0.575906], [-2.687217, 2.538529, 0.775478], [-1.464067, 3.291113, 0.699655], [-0.335886, 2.733538, 0.794687], [5.164453, 5.567463, 0.573774], [4.798493, 5.340519, -1.153063], [5.034399, 3.923417, -0.107453], [4.635453, 3.886550, 2.149072], [3.625777, 3.335612, 4.319038], [1.214641, 3.728494, 4.717376], [-0.184210, 4.703240, 2.918367], [1.310412, 6.232126, 0.079790], [-0.808396, 6.501022, -0.316079], [-2.997219, 6.299241, -0.083072], [-5.015954, 4.915086, 0.084350], [-4.790279, 2.489966, 0.630412], [-2.614172, 1.474302, 0.972202]], "forces_ev_per_a": [[0.0, 0.0, 0.0], [0.0, 0.0, 0.0], [0.0, 0.0, 0.1], [0.0, 0.0, 0.0], [0.0, 0.0, 0.0], [0.0, 0.0, 0.0], [0.0, 0.0, 0.0], [0.0, 0.0, 0.0], [-0.1, 0.0, 0.0], [0.0, 0.0, 0.0], [0.0, 0.0, 0.0], [0.0, 0.0, 0.0], [0.0, 0.0, 0.0], [0.0, 0.0, 0.0], [0.0, 0.0, 0.0], [0.0, 0.0, 0.0], [0.0, 0.0, 0.0], [0.0, 0.0, 0.0], [0.0, 0.0, 0.0], [0.0, 0.0, 0.0], [0.0, 0.0, 0.0], [0.0, 0.0, 0.0], [0.0, 0.0, 0.0], [0.0, 0.0, 0.0], [0.0, 0.0, 0.0], [0.0, 0.0, 0.0], [0.0, 0.0, 0.0], [0.0, 0.0, 0.0], [0.0, 0.0, 0.0], [0.0, 0.0, 0.0], [0.0, 0.0, 0.0], [0.0, 0.0, 0.0], [0.0, 0.0, 0.0], [0.0, 0.0, 0.0], [0.0, 0.0, 0.0], [0.0, 0.0, 0.0], [0.0, 0.0, 0.0], [0.0, 0.0, 0.0], [0.0, 0.0, 0.0], [0.0, 0.0, 0.0], [0.0, 0.0, 0.0], [0.0, 0.0, 0.0], [0.0, 0.0, 0.0], [0.0, -0.1, 0.0], [0.0, 0.0, 0.0], [0.0, 0.0, 0.0], [0.0, 0.0, 0.0], [0.0, 0.0, 0.0], [0.0, 0.0, 0.0], [0.0, 0.0, 0.0], [0.0, 0.0, 0.0], [0.0, 0.0, 0.0], [0.0, 0.0, 0.0], [0.0, 0.0, 0.0], [0.0, 0.0, 0.0], [0.0, 0.1, 0.0], [0.0, 0.0, 0.0], [0.0, 0.0, 0.0], [0.0, 0.0, 0.0], [0.0, 0.0, 0.0], [0.0, 0.0, 0.0], [0.0, 0.0, 0.0], [0.0, 0.0, 0.0], [0.0, 0.0, 0.0], [0.0, 0.0, 0.0], [0.0, 0.0, 0.0], [0.0, 0.0, 0.0], [0.0, 0.0, 0.0], [0.0, 0.0, 0.0], [0.0, 0.0, 0.0], [0.0, 0.0, 0.0], [0.0, 0.0, 0.0], [0.0, 0.0, 0.0], [0.0, 0.0, 0.0], [0.0, 0.0, 0.0], [0.0, 0.0, 0.0], [0.0, 0.0, 0.0], [0.0, 0.0, 0.0], [0.0, 0.0, 0.0], [0.0, 0.0, 0.0], [0.0, 0.0, 0.0], [0.0, 0.0, 0.0], [0.0, 0.0, 0.0], [0.0, 0.0, 0.0], [0.0, 0.0, 0.0], [0.0, 0.0, 0.0], [0.0, 0.0, 0.0], [0.0, 0.0, 0.0], [0.0, 0.0, 0.0], [0.0, 0.0, 0.0], [0.0, 0.0, 0.0], [0.0, 0.0, 0.0], [0.0, 0.0, 0.0], [0.0, 0.0, 0.0], [0.0, 0.0, 0.1], [-0.1, 0.0, 0.0], [0.0, 0.0, -0.1], [0.0, 0.0, 0.0], [0.0, 0.0, 0.0], [0.0, 0.0, 0.0], [0.0, 0.0, 0.0], [0.0, 0.0, 0.0], [0.0, 0.0, 0.0], [0.0, 0.0, 0.0], [0.0, 0.0, 0.0], [0.0, 0.0, 0.0], [0.0, 0.0, 0.0], [0.0, 0.0, 0.0], [0.0, 0.0, 0.0], [0.0, 0.0, 0.0], [0.0, 0.0, 0.0], [0.0, 0.0, 0.0], [0.0, 0.0, 0.0], [0.0, 0.0, 0.0], [0.0, 0.0, 0.0], [0.0, 0.0, 0.0], [0.0, 0.0, 0.0], [0.0, 0.0, 0.0], [0.0, 0.0, 0.0], [0.0, 0.0, 0.0], [0.0, 0.0, 0.0], [0.0, 0.0, 0.0], [0.0, 0.0, 0.0], [0.0, 0.0, 0.0], [0.0, 0.0, 0.0], [0.0, 0.0, 0.0], [0.0, 0.0, 0.0], [0.0, 0.0, 0.0], [0.0, 0.0, 0.0], [0.0, 0.0, 0.0], [0.0, 0.0, 0.0], [0.0, 0.0, 0.0], [0.0, 0.0, 0.0]], "relative_energy_kcal_mol": 12.0, "charge": 1, "e_lumo_ev": -3.0, "total_energy_ha": -14515.44012}